ClFO3S as an isolated structure, computed with ωB97M-V with the def2-TZVPD basis set.

```
6
Properties=species:S:1:pos:R:3:forces:R:3
O 0.9394 -1.3761 -0.3613 0.28 -0.84 -0.74
O -0.1219 0.4133 0.8311 4.72 0.10 4.73
O -2.5084 -0.0783 0.2374 -0.84 -0.40 1.02
F 1.6815 0.9660 -0.6482 -0.12 -0.52 0.18
S 1.2888 -0.2360 0.4187 -0.45 1.28 0.82
Cl -1.2795 0.3111 -0.4777 -3.58 0.37 -6.01
```
Forces are in eV/Å.

Summary:
- Molecular weight: 134.52 g/mol
- 2S+1: 3
- HOMO level (spin up / spin down): -8.28 / -11.32 eV
- Gap between HOMO and LUMO (spin up / spin down): 8.7 / 8.2 eV
- Total energy: -32210.22049 eV
- ⟨S²⟩: 2.0088
- Maximum force: 7.006 eV Å⁻¹


ClH10O5 as an isolated structure, computed with ωB97M-V with the def2-TZVPD basis set.

```
16
Properties=species:S:1:pos:R:3:forces:R:3
Cl -0.1809 0.4195 -0.1530 0.51 1.00 -2.80
O 0.6517 -1.6608 -1.6254 -0.02 -1.84 -2.04
H 0.4265 -2.1479 -0.8329 -0.13 0.09 -0.29
H 0.5313 -0.7421 -1.3849 -0.07 -0.07 -0.19
O -2.2693 -0.4141 0.9821 -2.78 -1.22 1.52
H -2.6984 -0.6072 0.1485 0.00 0.02 -0.17
H -1.4148 -0.0599 0.7357 -0.60 -0.19 0.53
O 0.3913 0.8717 2.2896 0.48 0.65 2.87
H 1.2824 0.5933 2.5011 0.17 -0.15 0.11
H 0.3031 0.7021 1.3517 0.25 0.40 0.61
O 1.8501 -1.0972 0.5192 2.48 -1.27 1.58
H 1.2592 -0.3927 0.2534 0.30 0.03 0.02
H 1.2767 -1.8501 0.6629 0.13 0.05 0.34
O -0.7570 2.3746 -1.7189 -0.71 2.22 -1.71
H -0.1572 2.4384 -2.4622 0.07 0.14 -0.23
H -0.4947 1.5725 -1.2670 -0.07 0.14 -0.12
```
Forces are in eV/Å.

Summary:
- Molecular weight: 125.53 g/mol
- 2S+1: 1
- HOMO level: -6.23 eV
- Gap between HOMO and LUMO: 10.1 eV
- ΔE to the lowest compared entry with this formula, charge and spin: 3.961 eV
- Total energy: -22922.08718 eV
- Charge: -1
- Maximum force: 3.397 eV Å⁻¹